(1)
{
  "formula": "C14H48N12O10",
  "method": "ωB97M-V/def2-TZVPD",
  "symbols": ["O", "H", "H", "H", "H", "H", "H", "N", "N", "H", "H", "O", "H", "N", "C", "O", "C", "H", "H", "H", "N", "H", "H", "O", "H", "O", "H", "H", "C", "C", "N", "C", "C", "H", "H", "C", "H", "N", "O", "H", "C", "C", "C", "N", "C", "H", "N", "C", "N", "H", "H", "H", "O", "H", "H", "O", "H", "H", "H", "H", "H", "N", "H", "H", "H", "C", "N", "H", "H", "H", "H", "C", "H", "N", "O", "H", "H", "H", "H", "H", "H", "H", "O", "H"],
  "coordinates": [[-2.43635, 1.42254, 5.10890], [1.57252, -0.18041, 0.72071], [4.21634, -3.13509, 0.51675], [-4.62122, -0.71235, -0.78000], [-3.74997, 1.07933, 1.46133], [0.33695, 2.54014, -5.00200], [-4.83775, 0.53038, -3.16116], [-0.68907, -3.42396, 2.96880], [2.01303, -3.23361, -2.43687], [0.48813, -1.48757, 2.13149], [-0.94354, 2.87174, 0.56759], [-0.54507, -2.31468, 5.02554], [2.37358, -4.80693, 1.12951], [0.35073, -1.34931, 3.11598], [-3.92227, 0.44690, -2.54245], [1.73047, -4.41343, -4.43993], [1.58189, 4.64095, 2.45046], [-3.19485, -4.39415, 0.39862], [1.51945, -2.41152, -2.70137], [-2.76735, 1.13945, -3.98556], [-0.94424, 2.24609, 3.53987], [4.33180, -4.01436, 2.01127], [0.06228, 2.34335, 3.47904], [-2.71941, 0.35478, -3.42542], [3.84254, -4.75998, -2.23471], [2.36320, 2.57008, -5.02519], [-3.72999, 1.35644, -1.96487], [-4.15177, -1.70930, -2.05124], [-3.89030, -0.75585, -1.59347], [2.34488, -3.74288, 1.37662], [-2.83687, -4.50412, -0.51900], [-2.92658, 2.99007, 1.11425], [1.13871, 4.54728, -5.38048], [0.15609, 4.97851, -5.43012], [-1.55838, 2.92513, 3.11795], [3.76758, -3.22665, 1.51633], [-2.09789, -4.54457, -2.67870], [0.46969, 5.49070, 2.70673], [1.64158, -2.90982, 0.48281], [0.66147, 6.47170, 2.49777], [1.38181, 1.75557, -0.30507], [-0.33899, -2.36387, 3.81858], [2.23383, -4.30830, -3.31416], [-3.02506, 1.60465, 1.01635], [-1.28650, 1.59174, 4.72055], [0.73050, -0.51022, 3.50837], [-1.73801, 3.48418, 0.54919], [1.00679, 0.25457, -0.10237], [3.15633, -5.21347, -2.80637], [2.06721, 5.91124, 0.89888], [0.72423, -3.24887, 0.34643], [3.83919, -2.26202, 2.00049], [-3.76054, 3.75943, 1.62160], [-2.92611, -0.80195, -1.11212], [-2.22628, 1.00048, 0.84750], [1.82863, 3.60379, 3.09166], [-1.54730, 4.44012, 0.68360], [3.49120, -5.88480, -3.47904], [-0.60585, -0.77069, -0.35743], [-3.19505, -5.19706, -1.14167], [1.31374, -0.36716, -0.94844], [2.27108, 5.05365, 1.36877], [1.89517, -3.58750, 2.35562], [0.90529, 2.16547, 0.58888], [3.00851, 4.45818, 1.04992], [-1.77148, -3.77679, -0.91929], [-0.20534, 1.27219, 5.49958], [1.39313, 4.53769, -6.43958], [0.76403, 2.17824, -1.09928], [-1.01473, -4.31012, 3.30198], [-0.61173, -3.23202, 1.97955], [1.16047, 3.20630, -4.71485], [1.79072, 5.26336, -4.89695], [-1.62982, -3.76123, -2.28238], [-0.41128, 0.08921, 0.03450], [-0.80971, -3.45295, -2.75789], [0.15325, 5.42754, 3.67453], [2.48341, 1.80626, -4.46018], [0.69894, 1.59185, 5.19482], [1.14818, 3.32255, -3.62103], [-0.34126, 0.89517, 6.41006], [2.22589, -3.36859, -1.45975], [-1.05662, -3.18831, -0.10090], [2.43007, 2.01747, -0.32838]],
  "atomic_forces_ev_per_a": [[0.69, -0.11, -0.55], [-0.20, 0.19, 0.44], [-0.03, 0.09, 0.12], [-0.05, 0.64, -0.09], [-0.52, 0.61, 0.45], [-0.22, 0.39, -0.05], [0.44, -0.14, 0.43], [0.50, 1.50, 0.22], [0.58, -1.78, -0.53], [0.12, 0.14, -0.12], [0.08, -0.11, -0.15], [0.16, -0.37, -1.28], [-0.33, 0.06, -0.33], [-0.77, -1.50, -0.06], [1.44, -0.15, -0.27], [0.39, 0.16, 1.78], [-1.01, -0.56, 1.09], [-0.06, -0.14, 0.61], [-0.29, 0.13, -0.37], [0.13, -0.17, 0.04], [0.82, -1.17, 0.75], [0.23, 0.30, 0.41], [-0.35, 0.79, -0.66], [-1.37, -0.11, 0.50], [0.41, -0.26, 0.16], [1.26, -0.32, -0.61], [-0.61, -0.06, 0.08], [0.45, 0.02, -0.48], [-0.80, 0.08, -0.12], [0.58, 0.93, 1.31], [0.10, -0.19, -0.44], [-0.26, 0.48, 0.55], [-0.19, 0.48, -0.72], [-0.70, 0.15, 0.53], [0.02, -0.19, 0.28], [0.07, -0.75, -1.19], [-0.16, -0.12, -0.94], [0.86, -0.13, 0.74], [-0.81, -0.41, -0.84], [-0.17, -0.42, -0.07], [-2.26, -1.11, 1.02], [0.63, 0.62, 0.41], [-0.34, 1.09, -1.15], [0.16, 0.39, -0.22], [-1.51, 1.11, 0.62], [-0.40, -0.11, 0.57], [-0.95, -1.49, 0.03], [0.86, 0.09, -1.20], [-0.71, 0.35, -0.04], [-0.02, 0.04, -0.18], [0.67, 0.34, -0.04], [-0.04, 0.05, 0.29], [1.15, -1.62, -1.02], [0.43, -0.15, -0.02], [0.23, 0.70, -0.18], [-0.43, 1.63, -1.11], [0.05, 1.02, 0.40], [0.01, 0.10, 0.03], [-0.23, -0.02, 0.18], [-0.56, -0.10, 0.12], [0.14, 0.21, -0.22], [0.49, -0.46, 0.02], [-0.21, -0.61, 0.23], [0.56, 0.55, 0.28], [0.23, 0.04, -0.14], [0.59, 0.31, -0.03], [0.46, 0.11, -1.12], [0.44, -0.51, -0.02], [0.50, -0.09, -0.43], [-0.11, 0.19, 0.24], [-0.35, -0.51, 0.16], [-0.28, -0.31, 0.77], [0.22, 0.04, 0.16], [-0.34, -0.24, 0.98], [0.56, 0.27, 0.14], [0.61, 0.10, 0.14], [0.02, -0.27, -0.38], [-0.04, -0.12, 0.05], [0.06, -0.09, 0.48], [-0.50, 0.20, -0.10], [-0.11, -0.29, 0.22], [-0.17, 0.36, 0.12], [-0.05, 0.46, -0.51], [0.14, -0.22, -0.15]],
  "mol_weight_g_mol": 544.61,
  "homo_energy_ev": -9.2,
  "max_force_ev_per_a": 2.72,
  "smiles": "NC(N)=O.NC(N)=O.NC(N)=O.NC(N)=O.NC(N)=O.NC(N)=O.CCO.CCO.CCO.CCO",
  "energy_ev": -53657.351
}

---

(2)
{
  "formula": "C14H48N6O10",
  "method": "ωB97M-V/def2-TZVPD",
  "symbols": ["O", "N", "C", "H", "H", "H", "H", "O", "N", "H", "H", "H", "N", "H", "C", "H", "O", "H", "H", "C", "H", "O", "H", "H", "H", "H", "H", "C", "O", "C", "H", "H", "H", "N", "H", "H", "H", "C", "H", "H", "H", "H", "H", "C", "H", "H", "H", "H", "C", "H", "C", "H", "H", "O", "H", "H", "C", "H", "H", "C", "O", "H", "C", "O", "H", "N", "H", "H", "H", "N", "C", "H", "H", "H", "C", "H", "O", "O"],
  "coordinates": [[10.05013, 21.30559, 14.68602], [11.16572, 16.62373, 15.52186], [10.67845, 17.69502, 14.94237], [1.45932, 18.30570, 12.81447], [7.40383, 18.65231, 15.14554], [3.11806, 23.44772, 19.69398], [6.82058, 23.22635, 20.87879], [3.25134, 22.12774, 17.48469], [2.18511, 17.94385, 13.41645], [4.35054, 22.71025, 13.77675], [5.40052, 21.65599, 12.98502], [7.20200, 18.45954, 16.85732], [3.67712, 18.17100, 11.98420], [10.14290, 20.47680, 12.68226], [9.42141, 20.91369, 13.37269], [3.28901, 23.68883, 11.51472], [4.06373, 17.79550, 18.00490], [8.64495, 21.61079, 19.75622], [10.61656, 15.78133, 15.61604], [4.33971, 21.78586, 13.19928], [11.13860, 22.88936, 16.79269], [12.71665, 21.31185, 19.05111], [5.69226, 18.02787, 19.15398], [3.29972, 17.22025, 17.92142], [5.47852, 16.32448, 18.75684], [3.98879, 20.99948, 13.86753], [3.47621, 20.81603, 11.54731], [11.99754, 21.57363, 18.10798], [7.29147, 22.00346, 18.27141], [7.27669, 19.21195, 16.07221], [4.10316, 23.86641, 16.72990], [2.36123, 22.03942, 12.38692], [4.97734, 23.01146, 17.94018], [11.89559, 22.71679, 17.43867], [9.19167, 21.91968, 13.02154], [8.28230, 18.19785, 18.85145], [9.25854, 17.11134, 20.00843], [4.94955, 17.24296, 19.01115], [8.51900, 20.32009, 13.51888], [6.65678, 21.70609, 21.66858], [2.26298, 24.43038, 18.47586], [4.61770, 18.12605, 11.61900], [5.20560, 19.26067, 15.36898], [6.63103, 22.17096, 20.68302], [2.85517, 18.38871, 11.43912], [9.04896, 16.66880, 18.38350], [3.71464, 25.04115, 18.99241], [12.64814, 23.35416, 17.65668], [9.14335, 17.55044, 19.01746], [6.68068, 21.35358, 17.91618], [7.56890, 21.53457, 19.60006], [11.05568, 19.66619, 14.96422], [5.59949, 22.01526, 20.36713], [5.30339, 20.09621, 17.24935], [1.84463, 17.61062, 14.30703], [8.17642, 19.80511, 16.23578], [3.34434, 21.80938, 11.97621], [7.36336, 20.46943, 19.49357], [10.47681, 20.91275, 16.90029], [3.41087, 17.79679, 13.14347], [4.16102, 17.30308, 13.92580], [11.03339, 17.70277, 18.71631], [3.23783, 24.07762, 18.81251], [3.62312, 22.91529, 11.05471], [4.90190, 19.27782, 17.55042], [11.34036, 18.76140, 15.31123], [3.93747, 21.46606, 17.37063], [12.22079, 18.66032, 15.79570], [9.32554, 21.67096, 15.19894], [11.02771, 20.75371, 17.73175], [3.97024, 23.32716, 17.66779], [4.36720, 16.98098, 19.89452], [11.76552, 16.85996, 16.29938], [5.98687, 20.81613, 15.38685], [5.88307, 19.88777, 15.94853], [10.79727, 19.94050, 18.28465], [9.75247, 17.64342, 14.15291], [10.28980, 18.30493, 18.79421]],
  "atomic_forces_ev_per_a": [[-0.19, -1.16, -1.14], [1.54, -3.25, 2.19], [-1.78, -0.15, -1.71], [0.41, 0.00, 0.04], [0.39, -0.07, -0.05], [0.23, 0.18, -0.07], [0.00, 0.06, -0.44], [-0.37, -0.30, -0.55], [-7.86, 0.59, 2.82], [-0.51, 0.20, -0.01], [-0.13, -0.47, -0.60], [0.12, -0.05, 0.06], [2.07, 2.39, -7.25], [0.03, -0.25, 0.60], [0.30, 2.03, 1.21], [0.07, 0.16, -0.10], [0.64, -0.80, 0.49], [-0.10, 0.41, 0.34], [0.05, 0.29, -0.28], [-0.64, 0.42, -0.28], [0.59, 0.22, 0.21], [1.30, 0.37, 0.28], [-0.10, -0.14, 0.53], [-0.03, 0.06, -0.19], [-0.08, -0.01, -0.72], [0.17, -0.11, 0.09], [-0.53, 0.45, -0.73], [-1.49, -0.74, 1.03], [0.30, 0.63, 0.33], [-1.12, -0.63, -0.63], [-0.48, 0.47, -0.04], [-0.23, -0.81, -0.08], [0.24, 0.55, 0.45], [1.66, 2.21, -0.42], [-0.50, -0.32, -0.79], [0.01, -0.17, 0.45], [-0.87, 0.28, 0.45], [-0.50, 0.25, -0.24], [0.34, -0.19, -0.02], [0.53, -0.39, -0.06], [-0.32, -0.57, -0.13], [-0.42, -0.02, -0.13], [0.14, -0.23, -0.02], [0.42, -0.44, -0.49], [1.00, 0.17, -0.74], [0.03, 0.13, -0.63], [0.49, -0.17, 0.58], [-0.51, 0.41, -0.53], [-0.27, -0.94, 0.51], [-0.38, -0.05, -0.24], [-0.74, -0.28, -0.11], [0.14, 0.03, 0.16], [-0.05, 0.31, -0.25], [0.56, 1.38, -0.45], [0.26, 0.07, -0.21], [-0.34, 0.39, 0.13], [1.77, 1.64, 1.34], [0.01, -0.34, 0.82], [0.24, -0.11, 0.26], [1.61, -1.88, 3.01], [2.96, -1.26, 2.48], [0.18, 0.13, 0.08], [0.49, 0.77, -1.45], [0.00, -1.46, 0.39], [-0.42, -0.43, -0.15], [1.31, 2.83, 0.22], [-0.09, -0.71, -0.16], [-0.33, 0.44, -0.12], [-0.19, 0.05, 0.06], [-1.73, -2.08, -0.74], [-0.23, -0.27, 1.35], [0.20, 0.50, 0.31], [-0.11, -0.78, 0.04], [-0.26, 0.36, 0.47], [0.96, -0.56, 0.41], [0.14, 0.12, -0.18], [-0.81, 0.49, -0.47], [0.80, 0.15, -0.63]],
  "mol_weight_g_mol": 460.57,
  "homo_energy_ev": -9.2,
  "max_force_ev_per_a": 8.37,
  "smiles": "NC(N)=O.NC(N)=O.NC(N)=O.CCO.CCO.CCO.CCO.CO.CO.CO",
  "energy_ev": -44710.376
}

---

(3)
{
  "formula": "C14H49N3O8",
  "method": "ωB97M-V/def2-TZVPD",
  "symbols": ["H", "H", "C", "H", "H", "H", "H", "H", "H", "H", "C", "O", "H", "O", "H", "H", "H", "H", "N", "H", "H", "H", "O", "H", "H", "H", "C", "H", "H", "H", "O", "O", "H", "H", "H", "C", "C", "C", "N", "H", "H", "C", "O", "C", "C", "H", "H", "H", "O", "H", "H", "H", "H", "H", "H", "H", "C", "H", "N", "O", "H", "H", "H", "H", "H", "C", "C", "C", "C", "H", "H", "H", "H", "H"],
  "coordinates": [[-18.92712, 5.10897, -18.35295], [-21.13166, 2.16373, -13.16639], [-21.63305, 8.89494, -14.45010], [-20.42042, 6.16747, -19.78802], [-25.58200, 5.15561, -17.57368], [-21.94798, 5.72224, -16.81160], [-25.36313, 5.74531, -16.03099], [-21.82554, 11.01718, -14.18318], [-25.27698, 11.41873, -14.99751], [-18.26786, 4.04794, -14.61173], [-17.72580, 4.96085, -22.27351], [-23.59294, 3.30072, -19.22513], [-23.20250, 5.38391, -11.69939], [-21.13330, 6.13785, -16.51981], [-20.51444, 8.24989, -18.26588], [-21.12247, 5.96873, -13.76864], [-24.18877, 7.83907, -16.97445], [-19.96987, 2.80894, -11.95808], [-19.09401, 6.09552, -18.21532], [-20.24339, 3.36299, -18.22775], [-19.48770, 9.29388, -14.73238], [-23.73056, 3.67795, -15.75093], [-22.42422, 4.49330, -13.46078], [-18.92661, 7.07313, -21.51966], [-19.41950, 2.02315, -13.40686], [-16.75573, 5.45096, -22.19081], [-22.40303, 10.12570, -13.93854], [-24.08185, 12.07601, -13.84110], [-24.37082, 7.07646, -18.49308], [-21.01715, 2.52638, -17.23112], [-23.88261, 2.84455, -15.29933], [-18.33304, 5.22363, -20.99546], [-21.00783, 9.36586, -16.22712], [-17.59278, 3.89013, -22.42839], [-20.45683, 5.97344, -17.18084], [-19.88315, 8.16589, -19.15048], [-20.09600, 3.99541, -13.80159], [-23.38256, 5.26124, -12.76739], [-21.67805, 8.71515, -15.84309], [-20.39942, 8.65120, -19.97875], [-24.33943, 4.74514, -12.84572], [-20.17690, 8.88419, -13.99396], [-23.56229, 10.14511, -14.69939], [-19.53030, 6.70930, -19.46832], [-18.53430, 6.54535, -20.65039], [-18.31465, 5.38007, -23.08935], [-22.63873, 9.99964, -12.88181], [-24.68565, 2.82583, -14.77363], [-21.02734, 3.37247, -17.67860], [-23.83330, 2.11641, -15.92301], [-17.63344, 7.15596, -20.58960], [-24.26233, 3.64808, -19.81917], [-20.28978, 3.87283, -14.86720], [-25.07371, 10.83439, -13.41473], [-25.83473, 7.53868, -17.55946], [-23.78295, 2.43507, -18.85614], [-21.10396, 5.01852, -13.23491], [-22.11251, 8.00092, -14.05143], [-18.72663, 4.47026, -13.81722], [-23.63246, 5.02012, -16.99397], [-22.57701, 9.16556, -15.93847], [-20.01605, 9.54206, -13.13989], [-19.86604, 7.89652, -13.65340], [-18.60172, 5.36291, -14.27292], [-20.83044, 5.16821, -12.19046], [-24.49767, 11.16802, -14.27784], [-24.82559, 7.13043, -17.50396], [-24.85080, 5.71765, -16.99270], [-20.18899, 2.69082, -13.01928], [-23.44986, 3.90268, -18.49112], [-23.54566, 6.21919, -13.26119], [-21.29226, 7.04868, -16.26148], [-19.00178, 8.74658, -18.87830], [-18.18130, 6.46427, -17.98930]],
  "atomic_forces_ev_per_a": [[0.17, -0.27, -0.26], [-0.12, 0.30, 0.13], [1.44, -0.73, 3.04], [-0.22, 0.03, 0.05], [-0.26, -0.07, -0.57], [-2.69, -1.13, -0.18], [0.31, -0.12, 0.80], [0.23, 0.35, 0.52], [0.66, -0.23, -0.57], [0.36, -1.58, 0.28], [0.26, 0.91, 1.02], [1.23, 0.56, -2.10], [0.41, 0.06, 0.01], [-0.11, -1.70, 1.41], [-0.25, -0.33, -0.14], [0.66, 0.27, 0.02], [-0.06, -0.21, 0.52], [-0.15, 0.25, 0.00], [0.12, -0.57, 0.01], [0.22, -0.19, -0.33], [-0.06, -0.27, -0.32], [0.38, 2.88, -1.85], [0.68, 0.05, 1.14], [-0.97, 0.08, -0.25], [0.11, -0.10, 0.02], [0.27, -0.11, -0.70], [0.67, -0.76, -0.70], [0.82, 0.14, -0.75], [-0.26, 0.26, -0.41], [-0.12, -0.42, 0.24], [0.53, -0.58, 2.30], [-0.35, -1.67, 0.41], [0.14, 0.21, -0.52], [-0.18, 0.13, 0.34], [2.26, 0.40, -1.30], [0.10, 0.01, -0.20], [-0.91, 0.47, -0.58], [-0.80, -0.30, -0.44], [-0.32, 0.37, -1.40], [0.13, 0.03, 0.00], [-0.05, -0.18, -0.03], [0.09, 0.37, 1.04], [-2.05, 1.39, -0.25], [0.29, 0.09, -0.66], [-0.63, 1.48, -0.91], [-0.05, 0.10, -0.02], [0.30, 0.26, 0.20], [-0.78, 0.00, 0.37], [-0.08, 0.58, 0.00], [-0.03, -1.68, -1.77], [0.82, -0.34, 1.04], [-0.92, 0.12, -0.54], [-1.15, -0.57, 0.00], [-0.03, -0.71, 0.14], [0.03, 0.03, -0.12], [-0.68, -2.33, 1.04], [0.10, -0.72, -1.08], [-0.26, 0.08, 0.49], [1.51, 0.70, -0.01], [0.76, -0.47, 0.12], [-0.81, -0.23, -1.80], [-0.18, -0.02, 0.26], [0.19, -0.02, -0.32], [-0.90, 1.32, 0.77], [-0.47, 0.10, 0.31], [-0.61, -0.44, 1.04], [0.64, 0.15, -0.80], [-0.32, -0.46, 0.38], [0.44, -0.40, -0.64], [0.28, 2.12, 2.62], [0.22, 0.38, 0.12], [-0.42, 2.60, 0.29], [0.26, 0.01, -0.31], [0.19, 0.24, 0.37]],
  "mol_weight_g_mol": 387.56,
  "homo_energy_ev": [-6.6, -11.4],
  "multiplicity": 2,
  "s2": 0.751,
  "max_force_ev_per_a": 3.45,
  "energy_ev": -36149.541,
  "charge": 1
}